# 1
{"formula": "C3H8N2O2", "method": "ωB97M-V with the def2-TZVPD basis set", "species": ["O", "O", "N", "N", "C", "C", "C", "H", "H", "H", "H", "H", "H", "H", "H"], "positions_angstrom": [[1.564, 0.297, 0.380], [-1.958, 0.552, 0.088], [0.336, 0.592, -0.264], [-0.841, 0.979, 0.755], [2.083, -0.940, -0.041], [-0.140, 1.948, 0.048], [-2.013, -0.818, 0.076], [0.677, 2.505, 0.578], [-1.449, -1.156, -0.849], [2.650, -1.609, 0.646], [-1.452, -1.284, 0.895], [2.839, -0.727, -0.920], [-0.482, 2.386, -0.855], [1.339, -1.631, -0.566], [-3.155, -1.092, 0.029]], "nbo_charge": [-0.410, -0.389, -0.050, -0.033, -0.277, -0.129, -0.270, 0.215, 0.181, 0.204, 0.192, 0.166, 0.208, 0.193, 0.199], "e_lumo_ha": 0.040, "spin_multiplicity": 1, "charge": 0, "gap_ev": 10.1, "relative_energy_kj_mol": 730.4}


# 2
{"formula": "C23H23DyF6N3PSb", "method": "ωB97M-V with the def2-TZVPD basis set", "species": ["Dy", "Sb", "P", "F", "F", "F", "F", "F", "F", "N", "N", "N", "C", "C", "C", "C", "C", "C", "C", "C", "C", "C", "C", "C", "C", "C", "C", "C", "C", "C", "C", "C", "C", "C", "C", "H", "H", "H", "H", "H", "H", "H", "H", "H", "H", "H", "H", "H", "H", "H", "H", "H", "H", "H", "H", "H", "H", "H"], "positions_angstrom": [[1.475, -0.151, -0.643], [4.392, -0.759, -1.663], [-1.324, 0.248, -0.698], [2.801, -1.814, -0.673], [3.757, 0.496, -0.248], [5.412, 0.587, -2.404], [2.655, 0.161, -2.433], [4.452, -2.014, -3.027], [5.453, -1.622, -0.415], [1.683, 1.544, 1.086], [-1.824, -1.145, -1.554], [0.302, -1.647, -2.332], [1.085, -2.346, -3.187], [0.002, -1.577, 3.378], [-5.095, 0.448, 0.782], [-1.595, -2.702, -3.374], [1.467, 2.886, 0.970], [0.606, -3.220, -4.127], [-0.565, -0.309, 3.319], [2.082, 3.586, 2.053], [-2.960, 0.874, -0.238], [-1.024, -1.831, -2.444], [2.996, 0.068, 2.606], [-3.804, 0.039, 0.503], [0.199, -2.305, 2.215], [2.454, 1.381, 2.198], [-0.772, -3.404, -4.223], [-3.410, 2.113, -0.684], [-0.795, -0.511, 0.924], [2.698, 2.647, 2.823], [-4.705, 2.517, -0.391], [-0.952, 0.224, 2.100], [-5.544, 1.687, 0.336], [-0.179, -1.775, 0.982], [0.671, 3.450, -0.144], [-2.818, -1.261, -1.686], [3.273, 2.798, 3.723], [-1.186, -4.082, -4.957], [2.809, -0.119, 3.665], [2.576, -0.751, 2.023], [0.859, 4.514, -0.268], [-2.671, -2.808, -3.416], [-0.148, -2.419, 0.106], [-2.758, 2.754, -1.265], [-0.398, 3.334, 0.072], [-3.448, -0.919, 0.865], [-1.435, 1.194, 2.064], [-0.723, 0.259, 4.226], [0.878, 2.938, -1.086], [2.150, -2.199, -3.113], [-5.751, -0.200, 1.348], [0.617, -3.302, 2.264], [-6.554, 2.003, 0.558], [0.270, -2.011, 4.333], [4.083, 0.066, 2.483], [-5.062, 3.477, -0.739], [1.292, -3.747, -4.774], [2.053, 4.655, 2.200]], "lowdin_spin": [3.065, -0.002, -0.010, -0.007, -0.005, 0.000, -0.011, 0.000, 0.000, 0.005, 0.000, -0.002, 0.000, 0.000, 0.000, 0.000, 0.296, 0.000, -0.001, 0.108, -0.002, 0.000, 0.050, -0.001, -0.002, 0.296, 0.000, 0.000, -0.006, 0.119, 0.000, 0.001, 0.000, -0.003, 0.050, 0.000, 0.002, 0.000, 0.012, 0.000, 0.002, 0.000, 0.000, 0.000, 0.020, 0.000, 0.000, 0.000, 0.008, 0.000, 0.000, 0.000, 0.000, 0.000, 0.018, 0.000, 0.000, 0.001], "e_lumo_ha": [-0.288, -0.288], "spin_multiplicity": 5, "charge": 2, "gap_ev": [6.7, 6.7]}


# 3
{"formula": "C50H49BrF3N4O4PtSb", "method": "ωB97M-V with the def2-TZVPD basis set", "species": ["Pt", "Sb", "Br", "F", "F", "F", "O", "O", "O", "O", "N", "N", "N", "N", "C", "C", "C", "C", "C", "C", "C", "C", "C", "C", "C", "C", "C", "C", "C", "C", "C", "C", "C", "C", "C", "C", "C", "C", "C", "C", "C", "C", "C", "C", "C", "C", "C", "C", "C", "C", "C", "C", "C", "C", "C", "C", "C", "C", "C", "C", "C", "C", "C", "C", "H", "H", "H", "H", "H", "H", "H", "H", "H", "H", "H", "H", "H", "H", "H", "H", "H", "H", "H", "H", "H", "H", "H", "H", "H", "H", "H", "H", "H", "H", "H", "H", "H", "H", "H", "H", "H", "H", "H", "H", "H", "H", "H", "H", "H", "H", "H", "H", "H"], "positions_angstrom": [[-0.459, 0.629, -0.372], [-0.408, -1.900, 0.142], [-0.442, 0.073, -2.752], [-0.734, -7.469, -2.873], [-4.959, -2.768, 4.448], [4.054, -3.970, 4.180], [10.544, 1.361, 5.016], [-0.333, 1.148, 1.490], [-2.466, 0.606, -0.448], [-0.580, 3.166, -0.597], [5.767, 0.737, 2.644], [0.632, 3.553, -2.485], [1.495, 0.806, -0.268], [4.750, 1.227, 3.269], [-2.110, -2.002, 1.598], [11.815, 1.510, 4.340], [-4.318, -2.800, 2.180], [-6.156, 2.737, -0.938], [-4.248, 0.842, -4.213], [3.084, -3.557, 3.349], [-5.264, 1.506, -0.572], [-3.034, 0.741, -1.665], [-1.999, -1.422, 2.864], [1.213, 1.770, 3.217], [-2.876, 0.534, -4.083], [-0.822, -6.229, -2.277], [-0.905, -3.730, -1.011], [2.395, 0.629, -1.209], [-2.274, 0.530, -2.844], [-6.249, 0.312, -0.275], [-4.931, 1.148, -3.052], [4.242, 1.244, 0.243], [-3.323, -2.576, 1.239], [9.291, 0.723, 3.073], [3.316, 1.357, 1.282], [3.750, 0.914, -1.032], [-1.553, -6.090, -1.120], [6.938, 0.621, 3.319], [0.255, 3.893, -1.241], [0.732, 5.261, -0.756], [-2.952, -1.649, 3.845], [-3.856, 0.909, -6.710], [-4.091, -2.391, 3.504], [2.421, -2.653, 1.223], [3.417, -3.027, 2.120], [9.396, 1.047, 4.410], [-0.149, -5.136, -2.844], [8.236, 1.220, 5.178], [-4.375, 1.154, -1.786], [-5.889, 2.077, -5.732], [-4.907, 0.888, -5.621], [1.752, -3.673, 3.719], [-1.579, -4.858, -0.466], [8.089, 0.417, 2.537], [-4.506, 1.943, 0.724], [1.076, -2.815, 1.564], [-5.714, -0.439, -5.744], [2.534, 1.877, 3.569], [0.906, 1.339, 1.903], [7.009, 0.956, 4.639], [1.954, 1.149, 0.957], [-0.229, -3.895, -2.228], [0.754, -3.359, 2.828], [3.575, 1.511, 2.662], [-3.753, 2.701, 0.569], [-6.727, 3.058, -0.044], [4.456, 0.815, -1.889], [1.566, -3.983, 4.762], [-6.899, 0.560, 0.577], [1.686, 5.508, -1.171], [-3.149, 1.723, -6.667], [6.032, 1.186, 5.101], [0.391, 1.944, 3.907], [-5.702, -0.596, -0.072], [-6.574, -0.431, -5.070], [-6.911, 0.082, -1.124], [-4.363, 1.021, -7.687], [-6.114, -0.527, -6.740], [4.459, -2.858, 1.937], [-2.272, 0.256, -4.969], [2.104, 0.274, -2.191], [-2.850, -1.217, 4.830], [8.272, 1.656, 6.203], [-1.129, -0.843, 3.142], [0.265, 2.754, -2.998], [-3.996, 1.143, 1.245], [-6.348, 1.967, -6.688], [-6.008, 1.352, -3.143], [2.689, -2.203, 0.282], [-3.266, -0.019, -6.728], [-5.398, 3.036, -5.653], [-6.829, 2.504, -1.755], [1.405, 4.017, -2.943], [-3.502, -2.759, 0.193], [-5.097, -1.303, -5.534], [0.693, 5.261, 0.343], [5.283, 1.500, 0.395], [10.184, 0.782, 2.479], [12.469, 1.946, 5.116], [-5.260, -3.376, 1.963], [12.197, 0.537, 4.012], [-5.248, 2.348, 1.414], [-0.293, -3.546, 3.117], [-1.960, -6.975, -0.644], [0.408, -5.229, -3.771], [8.028, 0.094, 1.495], [0.022, 6.012, -1.157], [0.233, -3.037, -2.722], [-2.082, -4.802, 0.486], [-6.705, 2.016, -5.026], [2.784, 2.187, 4.580], [11.726, 2.224, 3.520], [-5.621, 3.584, -1.343]], "lowdin_spin": [0.444, 0.190, 0.053, -0.001, 0.001, 0.000, 0.081, 0.182, 0.328, 0.055, 0.173, 0.002, 0.174, 0.014, -0.001, 0.003, 0.000, 0.005, 0.173, 0.000, 0.012, 0.130, 0.002, 0.070, 0.060, -0.003, 0.097, 0.106, 0.086, 0.013, -0.011, 0.164, 0.003, 0.015, 0.047, 0.081, 0.005, 0.067, 0.008, 0.003, -0.001, 0.002, 0.004, 0.006, 0.001, 0.104, 0.002, 0.009, 0.133, 0.006, 0.019, 0.003, 0.013, 0.081, 0.000, 0.068, 0.018, 0.133, 0.209, 0.059, 0.075, 0.006, 0.010, 0.171, 0.000, 0.000, 0.002, 0.001, 0.002, 0.001, 0.000, 0.001, 0.001, 0.000, 0.000, 0.000, 0.000, 0.003, 0.000, 0.002, 0.007, 0.000, -0.002, 0.000, 0.001, 0.000, 0.001, -0.003, 0.002, 0.000, 0.000, 0.000, 0.000, 0.000, 0.001, 0.000, 0.007, -0.001, 0.000, 0.000, 0.001, 0.000, 0.001, 0.001, 0.000, 0.002, 0.000, 0.002, 0.001, 0.000, 0.005, 0.001, 0.000], "e_lumo_ha": [-0.210, -0.304], "spin_multiplicity": 5, "charge": 2, "gap_ev": [4.4, 4.1], "relative_energy_kj_mol": 0.0}


# 4
{"formula": "CH3ClN3S", "method": "ωB97M-V with the def2-TZVPD basis set", "species": ["Cl", "S", "N", "N", "N", "C", "H", "H", "H"], "positions_angstrom": [[0.259, 2.084, 1.217], [-0.070, 0.215, 2.074], [-0.205, -0.363, -1.276], [0.344, -0.809, -0.403], [-0.375, 0.365, -2.206], [0.650, -0.802, 0.863], [1.708, -0.974, 1.077], [-1.166, 0.056, 1.509], [-1.144, 0.227, -2.854]], "nbo_charge": [-0.130, 0.777, 0.314, 0.014, -0.315, -0.450, 0.264, 0.121, 0.405], "e_lumo_ha": [-0.220, -0.220], "spin_multiplicity": 1, "charge": 1, "gap_ev": [7.8, 7.8], "relative_energy_kj_mol": 230.4}


What did the fourth record say?
{"formula": "CH3ClN3S", "method": "ωB97M-V with the def2-TZVPD basis set", "species": ["Cl", "S", "N", "N", "N", "C", "H", "H", "H"], "positions_angstrom": [[0.259, 2.084, 1.217], [-0.070, 0.215, 2.074], [-0.205, -0.363, -1.276], [0.344, -0.809, -0.403], [-0.375, 0.365, -2.206], [0.650, -0.802, 0.863], [1.708, -0.974, 1.077], [-1.166, 0.056, 1.509], [-1.144, 0.227, -2.854]], "nbo_charge": [-0.130, 0.777, 0.314, 0.014, -0.315, -0.450, 0.264, 0.121, 0.405], "e_lumo_ha": [-0.220, -0.220], "spin_multiplicity": 1, "charge": 1, "gap_ev": [7.8, 7.8], "relative_energy_kj_mol": 230.4}